This record from the Open Molecules 2025 dataset describes 7 unconnected molecules or ions with the total composition C41H41INO5S2. The level of theory is ωB97M-V/def2-TZVPD.

Results
2S+1: 1
Maximum force in eV/Å: 7.08
Net charge: -1
HOMO level in hartree: -0.2407
Molar mass in Da: 818.819
Kohn-Sham gap in eV: 8.4

Cartesian coordinates (Å):
C (-0.590, 3.322, -0.149)
C (-0.181, 2.065, -0.249)
C (0.194, 0.502, -0.469)
S (1.986, 0.233, -0.927)
O (2.061, 0.203, -2.465)
O (2.352, -1.161, -0.451)
N (3.043, 1.490, -0.420)
S (3.899, 1.076, 1.022)
O (4.853, -0.117, 0.826)
O (4.799, 2.265, 1.343)
C (2.753, 0.582, 2.401)
C (2.293, 1.772, 3.381)
O (2.798, 2.925, 3.473)
I (0.612, 1.280, 4.746)
H (-1.242, 4.260, 0.057)
H (-0.156, -0.137, 0.441)
H (-0.435, 0.106, -1.368)
H (3.276, -0.225, 3.060)
H (1.795, 0.139, 1.918)
C (1.320, 8.023, 2.220)
C (1.887, 7.544, 3.398)
C (2.694, 6.410, 3.372)
C (2.943, 5.760, 2.166)
C (2.379, 6.241, 0.988)
C (1.564, 7.370, 1.015)
H (0.688, 8.906, 2.241)
H (1.699, 8.055, 4.338)
H (3.131, 6.033, 4.292)
H (3.576, 4.878, 2.145)
H (2.574, 5.734, 0.047)
H (1.120, 7.741, 0.096)
C (-3.349, -1.140, -5.090)
C (-2.013, -0.794, -4.905)
C (-1.684, 0.409, -4.287)
C (-2.692, 1.263, -3.845)
C (-4.028, 0.916, -4.027)
C (-4.357, -0.283, -4.654)
H (-3.606, -2.077, -5.575)
H (-1.228, -1.463, -5.243)
H (-0.642, 0.682, -4.148)
H (-2.436, 2.200, -3.359)
H (-4.814, 1.581, -3.681)
H (-5.399, -0.551, -4.800)
C (6.001, -5.248, -1.366)
C (7.335, -4.904, -1.170)
C (7.661, -3.701, -0.548)
C (6.650, -2.847, -0.113)
C (5.316, -3.192, -0.305)
C (4.990, -4.391, -0.935)
H (5.747, -6.184, -1.854)
H (8.123, -5.573, -1.504)
H (8.702, -3.430, -0.402)
H (6.904, -1.911, 0.376)
H (4.529, -2.526, 0.036)
H (3.950, -4.657, -1.090)
C (-2.524, 5.374, -3.228)
C (-2.591, 6.224, -2.129)
C (-3.811, 6.774, -1.746)
C (-4.968, 6.465, -2.459)
C (-4.900, 5.610, -3.557)
C (-3.677, 5.068, -3.943)
H (-1.571, 4.948, -3.527)
H (-1.691, 6.458, -1.570)
H (-3.862, 7.442, -0.892)
H (-5.921, 6.889, -2.159)
H (-5.801, 5.367, -4.112)
H (-3.623, 4.407, -4.802)
C (-0.954, -2.280, 3.210)
C (-1.990, -1.434, 2.820)
C (-3.314, -1.831, 2.989)
C (-3.602, -3.070, 3.557)
C (-2.566, -3.913, 3.949)
C (-1.242, -3.520, 3.772)
H (0.078, -1.972, 3.075)
H (-1.765, -0.466, 2.384)
H (-4.121, -1.175, 2.679)
H (-4.634, -3.377, 3.693)
H (-2.792, -4.878, 4.393)
H (-0.435, -4.180, 4.073)
C (-2.570, -9.066, 0.496)
C (-1.239, -8.711, 0.694)
C (-0.923, -7.509, 1.321)
C (-1.940, -6.665, 1.760)
C (-3.272, -7.021, 1.565)
C (-3.588, -8.219, 0.930)
H (-2.816, -10.002, 0.004)
H (-0.446, -9.372, 0.358)
H (0.115, -7.230, 1.469)
H (-1.695, -5.731, 2.253)
H (-4.065, -6.364, 1.909)
H (-4.626, -8.494, 0.773)

The molecule's Mulliken atomic charges, reported in e, are given here: -0.322 -0.287 0.156 0.988 -0.711 -0.577 -0.456 1.009 -0.586 -0.628 0.011 0.227 -0.419 -0.071 0.337 -0.137 0.243 0.396 -0.205 -0.436 -0.292 -0.543 -0.308 -0.476 -0.346 0.350 0.343 0.369 0.513 0.412 0.420 -0.382 -0.419 -0.562 -0.197 -0.508 -0.339 0.350 0.387 0.458 0.466 0.390 0.353 -0.312 -0.380 -0.320 -0.419 -0.196 -0.473 0.335 0.332 0.343 0.411 0.304 0.388 -0.541 -0.372 -0.504 -0.296 -0.494 -0.273 0.403 0.563 0.358 0.354 0.362 0.448 -0.187 -0.278 -0.538 -0.405 -0.310 -0.690 0.342 0.436 0.373 0.388 0.495 0.394 -0.415 -0.327 -0.563 0.044 -0.386 -0.389 0.343 0.355 0.383 0.225 0.373 0.347


This record from the Open Molecules 2025 dataset describes a molecular structure, C41H41N4O5RuS2. The level of theory is ωB97M-V/def2-TZVPD.

Results
2S+1: 6
Maximum force in eV/Å: 0.19
Net charge: +2
HOMO level (alpha / beta) in hartree: -0.4809 / -0.4810
Relative energy (zero: lowest compared OMol25 entry of this formula, charge and spin) in eV: 0.000
Molar mass in Da: 835.006
Kohn-Sham gap (alpha / beta) in eV: 8.1 / 6.1
<S²>: 8.758

Cartesian coordinates (Å):
Ru (0.652, -0.698, -1.540)
N (0.052, -1.592, -3.632)
N (-0.878, -2.609, -3.309)
C (-0.804, -3.214, -2.041)
O (-1.353, -4.258, -1.829)
O (-0.134, -2.506, -1.140)
H (-0.414, -0.892, -4.202)
H (0.859, -1.951, -4.141)
H (-1.137, -3.241, -4.054)
C (-6.711, 0.675, -5.434)
C (-5.672, 0.444, -4.376)
C (-5.738, -0.661, -3.534)
C (-4.775, -0.874, -2.558)
C (-3.750, 0.049, -2.421)
C (-3.651, 1.163, -3.252)
C (-4.612, 1.347, -4.225)
S (-2.548, -0.266, -1.181)
O (-1.229, 0.332, -1.754)
C (-2.968, 0.862, 0.134)
C (-3.972, 1.843, 0.004)
C (-4.244, 2.660, 1.062)
C (-3.549, 2.531, 2.289)
C (-3.840, 3.368, 3.394)
C (-3.177, 3.213, 4.575)
C (-2.192, 2.208, 4.714)
C (-1.883, 1.389, 3.668)
C (-2.551, 1.532, 2.423)
C (-2.267, 0.695, 1.309)
C (-1.212, -0.355, 1.441)
C (-1.563, -1.683, 1.825)
C (-2.907, -2.058, 2.063)
C (-3.213, -3.347, 2.392)
C (-2.199, -4.323, 2.503)
C (-0.894, -3.987, 2.292)
C (-0.542, -2.662, 1.950)
C (0.809, -2.301, 1.723)
C (1.142, -1.030, 1.358)
C (0.115, -0.061, 1.227)
S (0.557, 1.553, 0.607)
O (1.356, 1.138, -0.653)
C (1.787, 2.095, 1.749)
C (3.134, 1.851, 1.530)
C (4.050, 2.306, 2.464)
C (3.639, 2.997, 3.603)
C (4.641, 3.511, 4.594)
C (2.276, 3.235, 3.786)
C (1.345, 2.802, 2.860)
H (-7.383, -0.175, -5.526)
H (-6.246, 0.856, -6.403)
H (-7.310, 1.555, -5.192)
H (-6.544, -1.373, -3.651)
H (-4.818, -1.748, -1.920)
H (-2.832, 1.861, -3.137)
H (-4.549, 2.205, -4.882)
H (-4.527, 1.948, -0.917)
H (-5.011, 3.419, 0.974)
H (-4.602, 4.129, 3.287)
H (-3.409, 3.853, 5.415)
H (-1.687, 2.084, 5.663)
H (-1.134, 0.616, 3.791)
H (-3.690, -1.314, 1.989)
H (-4.242, -3.628, 2.575)
H (-2.463, -5.340, 2.756)
H (-0.113, -4.731, 2.379)
H (1.574, -3.059, 1.842)
H (2.176, -0.738, 1.210)
H (3.457, 1.337, 0.632)
H (5.107, 2.132, 2.306)
H (5.576, 2.957, 4.540)
H (4.259, 3.446, 5.612)
H (4.864, 4.561, 4.395)
H (1.944, 3.782, 4.659)
H (0.290, 3.010, 3.001)
C (3.413, -3.274, -1.066)
N (4.289, -2.114, -1.203)
C (5.698, -2.282, -0.830)
C (6.571, -1.366, -1.659)
C (6.039, 0.049, -1.571)
N (4.616, 0.078, -1.921)
C (4.113, 1.285, -2.574)
C (3.835, -0.999, -1.789)
O (2.628, -0.969, -2.219)
H (3.340, -3.833, -2.000)
H (2.413, -2.987, -0.749)
H (3.837, -3.926, -0.306)
H (5.962, -3.324, -1.004)
H (5.821, -2.083, 0.239)
H (6.571, -1.695, -2.700)
H (7.599, -1.402, -1.300)
H (6.562, 0.702, -2.267)
H (6.177, 0.458, -0.566)
H (4.672, 2.134, -2.185)
H (3.065, 1.435, -2.340)
H (4.254, 1.236, -3.654)

The molecule's Mulliken atomic charges, reported in e, are given here: 2.348 -0.416 -0.179 0.391 -0.604 -0.029 0.275 0.321 0.278 -1.447 0.981 -0.983 -0.711 -0.015 -0.313 -0.751 1.736 -1.053 0.989 -0.955 -1.370 0.542 -1.005 -0.709 -0.954 -0.836 0.773 -0.342 -0.012 1.117 -1.099 -1.088 -0.792 -1.317 0.896 -1.095 -0.137 0.741 0.521 -0.213 0.580 -0.378 -0.963 0.805 -1.517 -0.948 -0.509 0.369 0.372 0.321 0.342 0.545 0.527 0.434 0.556 0.458 0.489 0.437 0.512 0.585 0.599 0.490 0.446 0.498 0.454 0.459 0.415 0.422 0.385 0.392 0.315 0.444 0.548 -0.966 0.292 -0.622 -0.788 -0.522 0.270 -1.067 0.240 -1.228 0.302 0.202 0.417 0.507 0.260 0.310 0.378 0.507 0.150 0.420 0.217 0.355